Entry 1:
Formula: C26H31NSSi
Source: the OMol25 dataset
Level of theory: ωB97M-V/def2-TZVPD

Calculated values
Structure (SMILES)   [H]/N=C\C[SiH2]S.c1ccccc1.c1ccccc1.c1ccccc1.c1ccccc1
Kohn-Sham gap   9.83 eV
F_max   0.5 eV/A

CARTESIAN COORDINATES (ANGSTROEM)
H  4.98  -0.09  0.63
N  5.18  0.87  0.95
C  4.20  1.63  0.71
C  2.91  1.28  0.04
Si  1.37  1.76  1.00
S  -0.32  0.70  0.21
H  4.32  2.68  1.01
H  2.87  1.77  -0.94
H  2.85  0.20  -0.13
H  1.55  1.42  2.43
H  1.08  3.20  0.85
H  -0.51  -0.10  1.27
C  4.80  1.00  -4.48
C  4.73  1.62  -5.72
C  3.53  2.16  -6.17
C  2.40  2.09  -5.37
C  2.47  1.48  -4.12
C  3.67  0.93  -3.68
H  5.74  0.58  -4.13
H  5.62  1.68  -6.35
H  3.48  2.64  -7.14
H  1.47  2.51  -5.71
H  1.58  1.41  -3.50
H  3.72  0.45  -2.72
C  -3.46  0.57  2.25
C  -3.87  0.07  1.02
C  -4.86  -0.90  0.95
C  -5.44  -1.37  2.12
C  -5.03  -0.89  3.35
C  -4.04  0.09  3.42
H  -2.69  1.33  2.30
H  -3.41  0.45  0.11
H  -5.17  -1.28  -0.01
H  -6.21  -2.13  2.07
H  -5.48  -1.26  4.26
H  -3.72  0.47  4.38
C  -8.90  -0.77  3.89
C  -9.90  -0.92  4.85
C  -11.19  -1.24  4.45
C  -11.49  -1.40  3.11
C  -10.49  -1.25  2.15
C  -9.20  -0.93  2.55
H  -7.89  -0.52  4.19
H  -9.66  -0.79  5.90
H  -11.97  -1.35  5.20
H  -12.50  -1.64  2.80
H  -10.72  -1.37  1.10
H  -8.42  -0.81  1.80
C  7.76  -0.98  -0.31
C  7.26  -0.72  -1.58
C  7.99  -1.08  -2.70
C  9.23  -1.70  -2.56
C  9.73  -1.95  -1.29
C  9.00  -1.59  -0.16
H  7.20  -0.68  0.57
H  6.30  -0.23  -1.69
H  7.60  -0.89  -3.69
H  9.80  -1.98  -3.43
H  10.70  -2.43  -1.17
H  9.39  -1.79  0.82

Entry 2:
Formula: C26H32AsCl2N3O2S6Si2Ta
Source: the OMol25 dataset
Level of theory: ωB97M-V/def2-TZVPD

Calculated values
Relative energy (zero: lowest compared OMol25 entry of this formula, charge and spin)   0.686 eV
Kohn-Sham gap   6.44 eV
F_max   3.3 eV/A
Total charge   -1

CARTESIAN COORDINATES (ANGSTROEM)
Ta  0.35  -0.25  0.17
S  -2.17  -2.82  -2.77
C  -1.17  -2.05  -1.72
S  0.12  -0.99  -2.19
S  -1.27  -2.17  0.00
S  1.77  0.96  1.86
C  0.63  1.99  2.68
C  1.05  3.13  3.35
C  0.14  3.97  3.98
C  0.61  5.16  4.64
N  1.00  6.11  5.16
C  -1.22  3.65  3.95
C  -1.65  2.50  3.30
C  -0.74  1.66  2.66
S  -1.29  0.20  1.87
C  -2.20  4.52  4.56
N  -2.99  5.20  5.05
H  2.11  3.37  3.37
H  -2.70  2.26  3.28
Cl  2.69  0.41  -1.10
C  2.65  2.09  -1.55
C  3.79  2.67  -2.07
C  3.77  4.01  -2.41
C  2.61  4.74  -2.24
C  1.47  4.13  -1.73
Cl  0.03  5.08  -1.57
C  1.45  2.78  -1.35
S  0.00  2.03  -0.73
H  4.69  2.07  -2.20
H  4.66  4.48  -2.82
H  2.57  5.79  -2.49
C  5.15  -0.80  1.24
Si  3.81  -1.83  2.02
C  4.39  -3.57  2.40
C  3.48  -1.16  3.73
As  1.81  -2.07  0.79
Si  2.74  -3.62  -0.71
C  1.91  -3.72  -2.37
C  4.55  -3.40  -1.15
C  2.52  -5.30  0.10
H  6.14  -1.06  1.64
H  4.95  0.25  1.46
H  5.17  -0.92  0.16
H  5.23  -3.54  3.10
H  4.68  -4.16  1.53
H  3.55  -4.09  2.88
H  4.36  -1.30  4.37
H  2.64  -1.71  4.18
H  3.21  -0.11  3.72
H  2.05  -2.80  -2.95
H  0.83  -3.88  -2.28
H  2.34  -4.56  -2.94
H  4.67  -2.55  -1.82
H  4.86  -4.31  -1.69
H  5.21  -3.26  -0.29
H  1.80  -5.89  -0.47
H  2.13  -5.17  1.11
H  3.46  -5.87  0.16
O  -4.55  1.14  -1.08
C  -3.29  1.10  -1.52
O  -2.41  0.51  -0.97
C  -3.03  1.89  -2.80
N  -4.30  2.43  -3.34
C  -4.61  1.62  -4.53
C  -3.25  1.27  -5.14
C  -2.40  0.99  -3.89
H  -2.35  2.69  -2.51
H  -4.17  3.39  -3.61
H  -5.02  1.70  -1.73
H  -5.28  2.16  -5.20
H  -5.12  0.70  -4.21
H  -2.87  2.14  -5.69
H  -3.29  0.42  -5.82
H  -1.35  1.21  -4.04
H  -2.48  -0.06  -3.61

Entry 3:
Formula: C26H32AuN3O
Source: the OMol25 dataset
Level of theory: ωB97M-V/def2-TZVPD

Calculated values
Kohn-Sham gap   6.38 eV
F_max   0.5 eV/A
Total charge   +2

CARTESIAN COORDINATES (ANGSTROEM)
Au  1.15  0.99  0.23
C  2.51  3.43  0.89
N  1.20  3.10  0.26
C  1.22  3.71  -1.11
C  0.06  3.60  1.01
C  0.24  4.44  2.10
C  -0.84  4.86  2.87
C  -2.11  4.41  2.57
C  -2.31  3.60  1.47
C  -1.24  3.21  0.65
N  -1.43  2.31  -0.42
C  -2.53  2.31  -1.09
C  -3.57  3.34  -1.05
C  -4.84  3.02  -1.32
C  -5.17  1.64  -1.63
C  -4.24  0.70  -1.87
C  -2.84  1.07  -1.88
N  -1.95  0.34  -2.49
C  -2.25  -1.00  -3.01
C  -0.61  0.80  -2.84
H  2.68  4.51  0.89
H  2.54  3.05  1.90
H  3.29  2.96  0.30
H  1.36  4.79  -1.01
H  2.04  3.28  -1.68
H  0.28  3.53  -1.61
H  1.23  4.78  2.38
H  -0.67  5.51  3.71
H  -2.95  4.69  3.19
H  -3.29  3.20  1.27
H  -3.27  4.34  -0.79
H  -5.63  3.76  -1.31
H  -6.22  1.37  -1.72
H  -4.55  -0.28  -2.20
H  -2.61  -0.93  -4.03
H  -1.33  -1.57  -2.99
H  -2.98  -1.51  -2.39
H  -0.51  0.70  -3.93
H  -0.45  1.82  -2.54
H  0.13  0.16  -2.37
C  2.32  -7.40  1.39
C  2.25  -5.92  1.18
C  1.03  -5.30  0.93
C  0.94  -3.93  0.72
C  -0.42  -3.34  0.47
C  2.13  -3.16  0.77
C  2.15  -1.76  0.57
O  1.15  -1.06  0.23
C  3.38  -3.79  1.03
C  4.68  -3.03  1.10
C  3.41  -5.15  1.22
H  1.34  -7.86  1.37
H  2.79  -7.62  2.36
H  2.94  -7.87  0.63
H  0.13  -5.89  0.90
H  -1.18  -4.10  0.58
H  -0.48  -2.93  -0.54
H  -0.63  -2.52  1.16
H  3.10  -1.25  0.73
H  4.92  -2.53  0.15
H  5.50  -3.71  1.32
H  4.67  -2.27  1.89
H  4.36  -5.64  1.42